[1]
{"formula": "C29H63AlBr3Cl3CsFLiN2O11PSSi2", "method": "ωB97M-V/def2-TZVPD", "species": ["C", "C", "O", "C", "C", "C", "C", "C", "Si", "O", "Si", "C", "C", "C", "C", "N", "C", "C", "O", "C", "O", "P", "O", "C", "Cl", "C", "C", "Cl", "H", "H", "H", "H", "H", "H", "H", "H", "H", "H", "H", "H", "H", "H", "H", "H", "H", "H", "H", "H", "H", "H", "H", "H", "H", "H", "H", "H", "H", "H", "H", "H", "H", "H", "H", "H", "H", "H", "Li", "O", "C", "O", "C", "C", "C", "H", "H", "H", "H", "H", "H", "Br", "Cl", "Al", "O", "S", "O", "O", "O", "C", "C", "N", "C", "C", "C", "C", "H", "H", "H", "H", "H", "H", "H", "H", "H", "H", "H", "H", "H", "H", "H", "Cs", "Br", "C", "C", "Br", "H", "H", "H", "H", "F"], "xyz": [[8.281595, 0.888260, -0.748834], [7.004616, -0.099170, -1.038312], [5.829414, 0.143045, -0.170699], [4.658961, -0.621431, -0.638541], [3.723078, -1.250836, 0.552613], [2.139242, -1.432248, 0.170445], [1.880198, -2.334005, -1.205837], [0.322173, -2.019027, -1.655183], [-0.456249, -3.386328, -2.792657], [-2.170197, -3.657756, -2.539006], [-3.155443, -2.267301, -2.941707], [-4.409820, -1.905341, -1.482289], [-3.716775, -1.032408, -0.275982], [-4.975914, -0.301009, 0.545779], [-5.839045, -1.385580, 1.443382], [-7.331040, -1.344200, 1.108143], [-2.200305, -0.697367, -3.502138], [-3.322171, 0.471903, -3.917200], [-2.669709, 1.778334, -4.182814], [-3.750402, 2.791490, -3.966724], [-4.379513, 3.220912, -5.080568], [-4.458797, -2.834222, -4.673354], [-3.972599, -2.149851, -6.040897], [0.030612, -3.168790, -4.682838], [-1.252793, -3.951845, -5.829512], [1.450030, -3.974674, -5.050247], [2.782680, -3.270360, -4.405297], [1.332275, -5.815856, -4.751341], [9.203976, 0.604350, -1.451089], [8.069186, 2.031654, -0.974031], [8.687110, 0.840213, 0.364450], [7.373157, -1.212950, -0.826441], [6.768594, -0.045490, -2.190066], [3.966126, 0.061771, -1.324248], [5.056344, -1.542610, -1.285320], [3.758470, -0.463861, 1.449538], [4.229599, -2.224684, 0.969772], [1.708164, -0.357717, -0.075040], [1.476126, -1.857153, 1.051282], [2.124159, -3.470424, -1.070901], [2.560025, -1.813020, -2.037260], [0.358454, -1.035426, -2.298367], [-0.334315, -1.945579, -0.688707], [0.217802, -4.649083, -2.392176], [-4.936123, -2.883582, -1.093616], [-5.261795, -1.229523, -1.972143], [-3.128624, -1.714524, 0.492851], [-3.046412, -0.141983, -0.689183], [-4.545262, 0.524893, 1.266497], [-5.712767, 0.132476, -0.274682], [-5.701343, -1.046312, 2.574754], [-5.393722, -2.486669, 1.397150], [-7.577909, -2.153711, 0.480230], [-7.601902, -0.444337, 0.653457], [-1.482245, -0.836679, -4.414907], [-1.665150, -0.260558, -2.534116], [-4.028862, 0.138995, -4.788293], [-4.001514, 0.599354, -2.948199], [-4.065801, 3.190031, -2.903907], [-5.813584, -2.313516, -4.456890], [-4.449964, -4.268032, -4.907402], [0.249736, -2.040264, -4.962091], [1.553752, -3.855008, -6.233583], [2.986686, -3.823600, -3.372783], [2.725708, -2.104866, -4.295344], [3.700819, -3.561680, -5.098264], [2.098098, -6.711986, -2.238440], [-0.342870, 0.842674, 0.402587], [0.051078, 1.976130, 0.622275], [1.238479, 2.274859, 1.226450], [1.323431, 3.685914, 1.420066], [0.372707, 4.283129, 0.415886], [-0.705150, 3.233468, 0.316674], [1.036247, 3.914868, 2.451701], [2.352328, 4.019305, 1.256230], [-0.000983, 5.267666, 0.709472], [0.874455, 4.386979, -0.553896], [-1.482484, 3.375696, 1.072542], [-1.140062, 3.198462, -0.684843], [-4.801902, 1.309571, -6.459751], [3.298098, 4.992071, 2.536499], [-1.801902, 4.717996, -1.056093], [-2.654632, -7.858760, -2.348762], [-2.101859, -7.497898, -1.030513], [-0.773073, -6.884057, -1.205975], [-1.977339, -8.710291, -0.201144], [-3.002606, -6.538280, -0.366024], [-1.124458, 4.675405, 4.111186], [-0.371260, 5.232390, 5.315932], [-0.462243, 6.688999, 5.449896], [0.489817, 7.241749, 6.418627], [0.322169, 6.842193, 7.880794], [-1.811598, 7.253167, 5.509502], [-2.738733, 6.757232, 6.614761], [-0.805091, 5.162892, 3.183780], [-0.924395, 3.603206, 4.011151], [-2.206744, 4.795608, 4.214554], [0.682449, 4.954050, 5.185276], [-0.719909, 4.720716, 6.219101], [0.483734, 8.338433, 6.347756], [1.500586, 6.949975, 6.104419], [-0.526989, 7.349959, 8.343081], [1.212832, 7.137391, 8.445996], [0.199646, 5.762967, 8.008754], [-2.304509, 7.064443, 4.546284], [-1.749174, 8.347695, 5.567116], [-2.718710, 5.669727, 6.727259], [-3.771427, 7.039086, 6.380864], [-2.497833, 7.211583, 7.577756], [1.498098, 4.583351, 3.742310], [8.381869, -7.645555, -1.771863], [7.307555, -7.489860, -0.151572], [5.831398, -7.481092, -0.472832], [5.270848, -5.747829, -1.169841], [7.644039, -6.588758, 0.369156], [7.566944, -8.367992, 0.446633], [5.238175, -7.627793, 0.434200], [5.543957, -8.231582, -1.214493], [-5.701902, -4.214507, -0.049801]], "forces_ev_per_a": [[0.444, 0.617, 0.205], [1.328, -0.841, -0.195], [0.013, -0.936, -1.518], [-0.679, -1.075, -0.879], [0.376, 0.973, 1.237], [0.114, 0.053, -0.927], [-0.187, 1.932, 0.159], [0.767, 0.170, -0.131], [-1.528, -0.795, 0.691], [2.048, 2.940, -1.301], [-0.643, -1.144, 2.166], [0.248, 1.108, -0.208], [-1.487, 0.540, 0.481], [0.482, -0.968, -0.196], [0.454, 0.535, 0.798], [1.123, -0.645, -0.575], [0.008, 2.379, -0.155], [-0.596, -2.141, 1.966], [-3.257, 1.675, 1.543], [-1.418, 0.877, -6.615], [4.011, -1.430, 7.684], [0.518, 1.638, -5.153], [-0.910, -1.432, 3.467], [1.515, -0.514, -0.834], [1.272, 1.171, 1.291], [-0.137, 2.681, -1.617], [0.539, -1.872, 0.122], [0.431, 1.322, 0.098], [-2.210, 0.337, 1.450], [0.127, -2.455, 0.447], [-1.086, -0.089, -2.313], [-0.750, 2.225, -0.481], [0.090, 0.074, 2.240], [1.521, -1.290, 1.302], [-0.911, 1.988, 1.158], [-0.022, -1.665, -1.854], [-1.101, 1.755, -0.916], [0.928, -2.239, 0.519], [1.606, 0.802, -1.680], [-0.420, 2.136, -0.220], [-1.270, -1.590, 1.815], [-0.263, -1.599, 1.700], [1.079, 0.194, -1.880], [-0.077, 0.089, -0.027], [0.793, 1.149, -0.214], [1.671, -1.277, 0.980], [-1.053, 1.421, -1.782], [-1.061, -1.968, 0.769], [-0.897, -1.326, -1.497], [1.613, -0.544, 1.752], [-0.406, -0.618, -2.202], [-1.250, 2.273, -0.455], [0.584, 1.246, 0.795], [0.505, -1.225, 0.441], [-1.269, 0.256, 1.806], [-0.747, -0.950, -2.132], [1.851, 0.633, 1.609], [1.256, -0.189, -1.778], [0.668, -1.277, -1.830], [0.835, -0.978, 0.365], [-0.486, 0.740, 0.762], [-0.630, -2.380, 0.198], [-0.342, -0.660, 2.653], [-0.383, 1.606, -1.982], [-0.150, -2.406, -0.217], [-1.939, 0.752, 1.441], [-0.924, 0.319, -0.119], [0.862, 2.611, 0.423], [0.021, -3.924, 0.083], [-1.321, -0.621, -0.674], [-0.801, -1.701, -4.024], [-0.029, 1.055, -0.722], [0.356, 0.298, 0.732], [-2.361, -4.122, -8.671], [-0.972, -0.751, -0.391], [0.227, 0.176, 0.151], [0.069, 0.103, -0.016], [-0.320, -0.199, -0.075], [0.381, -2.313, 0.199], [-0.880, -0.462, -1.537], [12.487, 4.268, -6.024], [-1.209, 2.151, -1.058], [-0.365, -0.110, 0.423], [1.644, 0.360, -0.912], [0.577, 0.048, -0.017], [-0.621, 0.242, 0.041], [-0.334, -0.403, 0.213], [-1.340, 0.056, 0.414], [-2.258, 1.220, 2.421], [0.295, 0.003, -0.342], [0.241, 0.012, -0.074], [-0.006, 0.079, 0.303], [-0.290, -0.010, -0.358], [-0.223, 0.083, 0.223], [-0.625, 0.213, 0.033], [-0.297, 0.072, 0.113], [0.127, 0.041, 0.030], [-3.852, 1.684, 4.896], [-0.285, -0.223, 0.080], [-0.168, -0.250, -0.133], [-0.095, -0.067, -0.089], [0.065, -0.148, -0.034], [-0.098, -0.042, -0.097], [-0.018, 0.102, -0.012], [0.159, -0.055, 0.078], [0.274, -0.220, 0.016], [0.026, 0.084, -0.011], [0.148, -0.038, 0.014], [-0.022, -0.166, -0.063], [0.663, 0.394, 12.463], [-0.082, 0.106, 0.123], [0.257, -0.171, -0.110], [-0.152, -0.145, 0.313], [-0.301, -0.048, -0.204], [-0.198, -0.207, -0.136], [-0.170, 0.160, -0.091], [0.157, 0.041, -0.122], [0.228, 0.185, 0.162], [0.104, 0.463, -0.174]], "energy_ha": -12869.8931, "lumo_ev": -4.46, "multiplicity": 1}

***

[2]
{"formula": "C29H63NO18Si2", "method": "ωB97M-V/def2-TZVPD", "species": ["C", "C", "C", "C", "N", "Si", "O", "Si", "C", "C", "C", "O", "C", "C", "O", "H", "H", "H", "H", "H", "H", "H", "H", "H", "H", "H", "H", "H", "H", "H", "H", "H", "H", "H", "H", "H", "H", "H", "C", "C", "O", "C", "O", "O", "C", "H", "H", "H", "H", "H", "H", "H", "H", "C", "C", "O", "C", "O", "O", "C", "H", "H", "H", "H", "H", "H", "H", "H", "C", "C", "O", "C", "O", "O", "C", "H", "H", "H", "H", "H", "H", "H", "H", "C", "C", "O", "C", "O", "O", "C", "H", "H", "H", "H", "H", "H", "H", "H", "C", "C", "O", "C", "O", "O", "C", "H", "H", "H", "H", "H", "H", "H", "H"], "xyz": [[-1.451743, -1.906503, 4.302756], [-1.698636, -0.390893, 4.204972], [-0.527081, 0.479473, 4.717744], [-0.145152, 1.550053, 3.706825], [0.709496, 2.630513, 4.254969], [2.137725, 2.181597, 5.118092], [3.209001, 1.414329, 4.108612], [3.809391, -0.113866, 4.275488], [3.959771, -0.847655, 2.562668], [3.045945, -0.105684, 1.566265], [2.616851, -0.950511, 0.377189], [2.084803, -2.233183, 0.767510], [0.756954, -2.301777, 0.972186], [0.162160, -3.642796, 0.621703], [0.086257, -1.375642, 1.428168], [-1.072350, -2.297119, 3.351300], [-2.377241, -2.443274, 4.539348], [-0.742944, -2.148061, 5.100278], [-2.617355, -0.131528, 4.738445], [-1.831485, -0.153882, 3.141766], [-0.791385, 0.961932, 5.667856], [0.323019, -0.191321, 4.913062], [-1.075260, 2.015901, 3.352367], [0.312530, 1.068883, 2.829251], [1.012942, 3.189967, 3.461438], [1.815571, 1.274751, 6.234775], [2.786664, 3.394151, 5.646457], [2.904282, -0.929767, 5.119149], [5.124478, -0.089491, 4.958785], [5.002850, -0.766777, 2.231418], [3.706984, -1.910675, 2.587906], [3.579318, 0.770972, 1.179229], [2.138719, 0.263091, 2.055826], [1.845051, -0.415634, -0.191526], [3.456558, -1.183490, -0.278317], [-0.604521, -3.451527, -0.133039], [0.892138, -4.349080, 0.236292], [-0.345280, -4.026893, 1.511352], [-2.055109, 6.638991, 0.193362], [-1.592736, 5.962485, -1.077416], [-0.849350, 4.761174, -0.804411], [-1.586732, 3.695961, -0.491289], [-2.784744, 3.666013, -0.420776], [-0.773195, 2.669930, -0.251496], [-1.453509, 1.486128, 0.184583], [-1.207378, 6.826019, 0.852939], [-2.527209, 7.591960, -0.044958], [-2.776373, 6.019544, 0.724046], [-0.893376, 6.593435, -1.622655], [-2.429153, 5.725180, -1.733915], [-2.260357, 1.226938, -0.497641], [-1.855420, 1.633813, 1.185271], [-0.714865, 0.690767, 0.206422], [6.500861, -2.049821, -5.679512], [5.736587, -2.383053, -4.417980], [5.686595, -1.267304, -3.511440], [4.790621, -0.332825, -3.811705], [4.012676, -0.358964, -4.726996], [4.881377, 0.632349, -2.898215], [3.986646, 1.730136, -3.104060], [7.496653, -1.680662, -5.433138], [6.602947, -2.941744, -6.297433], [5.982707, -1.286872, -6.258218], [6.237632, -3.166489, -3.853606], [4.722226, -2.712487, -4.639258], [2.962089, 1.375799, -3.205412], [4.272880, 2.299877, -3.985564], [4.078773, 2.354484, -2.220809], [5.075339, 8.268306, -5.321143], [4.901797, 8.305286, -3.819361], [3.620931, 7.791176, -3.414762], [3.522546, 6.466652, -3.396579], [4.399528, 5.683966, -3.652673], [2.283065, 6.145943, -3.032896], [2.031733, 4.739461, -3.010064], [4.253918, 8.791842, -5.810915], [6.011493, 8.752790, -5.598155], [5.097362, 7.242369, -5.685053], [4.909846, 9.328765, -3.450952], [5.688917, 7.749985, -3.311169], [2.773293, 4.226076, -2.403879], [2.037346, 4.340367, -4.023776], [1.051096, 4.603120, -2.564199], [-3.249074, -9.782966, -0.887324], [-2.618632, -9.557731, 0.468540], [-2.114017, -8.217694, 0.608935], [-3.028574, -7.293300, 0.877417], [-4.205683, -7.481310, 1.040285], [-2.419787, -6.111727, 0.949899], [-3.308515, -5.015950, 1.186837], [-2.545221, -9.528301, -1.680064], [-3.531168, -10.830117, -0.995363], [-4.141744, -9.171411, -1.007994], [-1.743769, -10.190197, 0.602057], [-3.319543, -9.764223, 1.276121], [-3.931286, -5.198182, 2.059344], [-3.932449, -4.839274, 0.312904], [-2.686381, -4.144105, 1.362850], [-7.230633, 0.786266, 0.532658], [-6.843230, -0.043569, -0.670394], [-6.167150, -1.255158, -0.289510], [-6.955099, -2.238244, 0.134963], [-8.154616, -2.219034, 0.191777], [-6.177786, -3.262596, 0.481970], [-6.867722, -4.402026, 1.002766], [-6.356148, 0.986259, 1.152318], [-7.649925, 1.737824, 0.206537], [-7.974298, 0.270382, 1.138187], [-6.122284, 0.484487, -1.290744], [-7.709207, -0.292680, -1.282287], [-7.648562, -4.747672, 0.329642], [-7.301626, -4.176528, 1.975639], [-6.114871, -5.176665, 1.110322]], "forces_ev_per_a": [[-0.220, -0.073, 0.098], [0.297, -0.043, -0.237], [-0.010, -0.305, 0.102], [-0.325, 0.276, -0.064], [0.372, -0.610, -0.258], [-0.086, 0.208, -0.002], [0.001, -0.164, 0.493], [0.273, -0.236, -0.137], [0.111, 0.247, -0.251], [-0.058, -0.083, 0.003], [0.020, 0.436, 0.244], [-0.493, -0.153, -0.584], [-0.709, 0.952, 0.953], [-0.068, 0.321, 0.248], [1.101, -1.128, -1.043], [0.052, 0.086, 0.297], [0.093, 0.057, -0.113], [-0.012, 0.009, -0.092], [0.084, 0.075, -0.145], [-0.255, -0.006, 0.173], [0.106, -0.109, -0.121], [-0.048, 0.274, 0.026], [0.124, -0.016, 0.050], [-0.069, 0.023, 0.131], [-0.226, 0.349, 0.140], [-0.034, -0.005, 0.012], [-0.008, 0.071, -0.132], [-0.113, 0.053, -0.012], [-0.017, 0.065, -0.015], [-0.140, -0.130, 0.018], [0.024, 0.028, 0.078], [-0.185, -0.054, 0.052], [0.154, -0.068, -0.058], [0.179, -0.127, 0.036], [-0.021, -0.045, 0.051], [0.042, -0.093, 0.033], [-0.010, 0.036, 0.116], [0.115, -0.106, -0.176], [0.027, -0.107, 0.099], [-0.066, 0.242, -0.106], [0.122, -0.118, -0.067], [0.159, 0.089, 0.159], [-0.323, 0.001, -0.051], [0.065, 0.005, -0.047], [0.005, -0.285, 0.017], [0.012, 0.051, -0.021], [0.006, 0.014, -0.017], [-0.020, 0.006, -0.032], [0.053, -0.031, 0.008], [-0.020, -0.052, 0.046], [-0.006, 0.059, -0.005], [-0.052, 0.017, -0.028], [0.064, 0.060, 0.034], [0.014, 0.141, 0.022], [0.018, -0.212, -0.073], [0.102, -0.062, 0.002], [-0.022, 0.002, 0.211], [-0.112, 0.013, -0.212], [0.014, 0.070, 0.045], [-0.056, 0.072, 0.097], [0.022, -0.047, -0.001], [0.001, -0.020, 0.001], [-0.033, -0.022, -0.004], [0.024, 0.033, 0.047], [-0.028, 0.068, -0.016], [0.005, -0.006, -0.049], [-0.015, -0.013, -0.037], [0.075, -0.025, 0.011], [-0.120, -0.079, -0.032], [0.197, 0.142, 0.000], [-0.019, 0.080, -0.019], [-0.061, 0.063, 0.055], [0.141, -0.128, -0.061], [-0.098, -0.015, 0.029], [-0.210, -0.193, 0.053], [0.025, 0.047, 0.000], [0.011, 0.014, 0.008], [0.032, -0.010, 0.021], [-0.059, 0.006, 0.014], [-0.026, -0.066, -0.016], [0.060, 0.028, -0.027], [0.078, -0.021, 0.004], [-0.021, 0.121, 0.007], [0.003, 0.139, -0.045], [-0.011, -0.241, 0.023], [0.065, -0.035, -0.037], [0.093, 0.021, 0.032], [-0.207, -0.031, -0.011], [0.051, 0.114, 0.031], [-0.007, 0.255, -0.002], [0.020, -0.049, -0.003], [0.006, -0.017, 0.007], [-0.020, -0.017, 0.030], [0.044, 0.043, -0.004], [-0.039, 0.062, -0.008], [-0.013, -0.064, -0.006], [-0.048, -0.027, 0.017], [0.066, -0.031, -0.017], [0.032, -0.103, 0.108], [-0.059, 0.200, -0.125], [0.060, 0.048, -0.007], [0.105, 0.005, -0.017], [-0.208, 0.003, 0.026], [0.100, -0.147, 0.019], [0.014, -0.231, 0.117], [0.013, 0.050, -0.028], [0.006, 0.013, -0.014], [-0.027, -0.003, -0.030], [0.050, -0.032, 0.014], [-0.026, -0.052, 0.045], [-0.022, 0.134, -0.069], [-0.045, 0.074, -0.025], [-0.001, -0.025, -0.002]], "relative_energy_kj_mol": 20.9, "energy_ha": -3131.0250, "lumo_ev": 0.48, "multiplicity": 1}

***

Q: Number 2 is which compound?
A: C29H63NO18Si2